w.
# C4H4N2OS

One molecule with the formula C4H4N2OS (ωB97M-V/def2-TZVPD, the Open Molecules 2025 dataset).

Results
SMILES: S/N=c1\ccocn1
LUMO: 0.1 eV
frontier orbital gap: 8.36 eV
E_HOMO: -8.24 eV

The geometry in XYZ format:
```
12
C4H4N2OS ωB97M-V/def2-TZVPD
S -2.7203 0.2585 -0.0302
N -1.3685 -0.8007 -0.0362
C -0.0692 -0.3855 0.0434
C 0.3894 1.1220 0.1193
C 1.7033 1.3212 -0.0223
O 2.5781 0.3207 -0.2540
C 2.1154 -0.9579 0.1252
N 0.9183 -1.3799 0.1036
H -3.6024 -0.6169 -0.3621
H -0.2407 2.0094 0.7449
H 2.1544 2.2477 0.0408
H 2.9060 -1.6762 0.0263
```

Atomic partial charges in e from the Mulliken method, atoms 1 to 8:
1 S -0.151
2 N -0.451
3 C 0.676
4 C -0.196
5 C -0.312
6 O -0.334
7 C 0.016
8 N -0.401

---

x.
# C4H4N2OS

One molecule with the formula C4H4N2OS (ωB97M-V/def2-TZVPD, the Open Molecules 2025 dataset).

Results
SMILES: S/N=C\c1cnoc1
LUMO: 0.4 eV
frontier orbital gap: 9.62 eV
E_HOMO: -9.21 eV

The geometry in XYZ format:
```
12
C4H4N2OS ωB97M-V/def2-TZVPD
S 2.3254 -0.9993 -0.6567
N 1.5408 -1.2215 0.8502
C 0.4005 -0.6830 1.0345
C -0.4041 0.1776 0.1504
C -1.7066 0.6885 0.4930
N -2.2453 1.3817 -0.4872
O -1.3122 1.3795 -1.4972
C -0.2407 0.6649 -1.1178
H 3.4289 -1.6843 -0.3373
H -0.0668 -0.8973 1.9914
H -2.2661 0.5749 1.4214
H 0.5461 0.6183 -1.8447
```

Atomic partial charges in e from the Mulliken method, atoms 1 to 8:
1 S -0.166
2 N -0.485
3 C -0.154
4 C 0.753
5 C -0.599
6 N -0.351
7 O -0.176
8 C -0.159

---

y.
# C4H4N2OS

One molecule with the formula C4H4N2OS (ωB97M-V/def2-TZVPD, the Open Molecules 2025 dataset).

Results
SMILES: S=C1ON=C[C@H]2CN12
LUMO: 0.1 eV
frontier orbital gap: 8.70 eV
E_HOMO: -8.62 eV

The geometry in XYZ format:
```
12
C4H4N2OS ωB97M-V/def2-TZVPD
S -0.8926 -1.7978 0.7950
C -0.5029 -0.5035 -0.1030
O -1.3045 0.4368 -0.1448
N -0.8443 1.7493 -0.0158
C 0.3735 1.9082 -0.2030
C 1.3179 0.8356 -0.7898
C 1.9170 -0.1668 0.1089
N 0.6955 -0.3736 -0.6973
H 0.8674 2.8418 0.0745
H 1.9122 1.2091 -1.6783
H 1.5204 -0.0416 1.1480
H 2.8264 -0.8092 -0.1938
```

Atomic partial charges in e from the Mulliken method, atoms 1 to 8:
1 S -0.321
2 C 0.244
3 O -0.109
4 N -0.347
5 C -0.127
6 C 0.136
7 C -0.494
8 N -0.205

---

Ordering by calculated energy gives the sequence x, w, y, with the first entry being the most stable.

---

w.
# C4H4N2OS

One molecule with the formula C4H4N2OS (ωB97M-V/def2-TZVPD, the Open Molecules 2025 dataset).

Results
SMILES: O=C1N=CSC=CN1
LUMO: -0.2 eV
frontier orbital gap: 9.13 eV
E_HOMO: -9.29 eV

The geometry in XYZ format:
```
12
C4H4N2OS ωB97M-V/def2-TZVPD
O -1.1962 -2.5559 -0.7275
C -0.6918 -1.4504 -0.4499
N -1.2320 -0.2506 -1.0773
C -0.9098 0.9106 -1.3843
S 0.8708 1.4954 -1.1995
C 1.0109 1.3362 0.5650
C 0.9386 -0.0124 1.0647
N 0.4842 -1.1990 0.4079
H -1.6348 1.5372 -1.7928
H 0.7366 2.1173 1.5360
H 0.7650 0.0581 2.2569
H 0.8583 -1.9866 0.8008
```

Atomic partial charges in e from the Mulliken method, atoms 1 to 8:
1 O -0.526
2 C 0.460
3 N -0.363
4 C -0.068
5 S -0.188
6 C -0.234
7 C -0.110
8 N -0.155

---

x.
# C4H4N2OS

One molecule with the formula C4H4N2OS (ωB97M-V/def2-TZVPD, the Open Molecules 2025 dataset).

Results
SMILES: O=C1N=CSC=CN1
LUMO: 0.3 eV
frontier orbital gap: 9.67 eV
E_HOMO: -9.39 eV

The geometry in XYZ format:
```
12
C4H4N2OS ωB97M-V/def2-TZVPD
O 2.6029 -0.6334 -0.6492
C 1.4283 -0.4202 -0.2847
N 0.7400 -1.4388 0.4640
C -0.4334 -1.7466 0.3085
S -1.4968 -0.8996 -0.8750
C -1.4632 0.6350 0.0616
C -0.3227 1.2588 0.1773
N 0.8418 0.7640 -0.4039
H -0.9765 -2.2848 1.2362
H -2.3882 1.1663 0.3768
H -0.1674 2.2894 0.4816
H 1.6351 1.3100 -0.8933
```

Atomic partial charges in e from the Mulliken method, atoms 1 to 8:
1 O -0.616
2 C 0.482
3 N -0.317
4 C -0.002
5 S -0.162
6 C -0.424
7 C -0.084
8 N -0.242

---

y.
# C4H4N2OS

One molecule with the formula C4H4N2OS (ωB97M-V/def2-TZVPD, the Open Molecules 2025 dataset).

Results
SMILES: O/N=C/N=C\C=C=S
LUMO: -0.4 eV
frontier orbital gap: 8.15 eV
E_HOMO: -8.59 eV

The geometry in XYZ format:
```
12
C4H4N2OS ωB97M-V/def2-TZVPD
O 1.1035 2.2937 -0.0214
N 0.2857 1.1627 -0.1409
C -0.9953 1.2974 0.0982
N -1.7134 0.0270 -0.0427
C -1.2489 -1.1617 -0.0953
C 0.1278 -1.6656 -0.0506
C 1.1856 -0.9312 0.1707
S 2.6725 -0.4229 0.2042
H 2.0180 2.0802 0.1481
H -1.6648 2.0646 0.2800
H -1.9774 -2.0015 -0.2451
H 0.2065 -2.7426 -0.3053
```

Atomic partial charges in e from the Mulliken method, atoms 1 to 8:
1 O -0.360
2 N -0.261
3 C -0.057
4 N -0.604
5 C 0.204
6 C -0.212
7 C 0.368
8 S -0.414

---

z.
# C4H4N2OS

One molecule with the formula C4H4N2OS (ωB97M-V/def2-TZVPD, the Open Molecules 2025 dataset).

Results
SMILES: O=C1N=CSC=CN1
LUMO: 0.0 eV
frontier orbital gap: 9.36 eV
E_HOMO: -9.33 eV

The geometry in XYZ format:
```
12
C4H4N2OS ωB97M-V/def2-TZVPD
O -2.3701 -0.6328 0.6612
C -1.1454 -0.5229 0.5582
N -0.4729 0.5070 1.3957
C 0.1835 1.3227 0.7026
S 0.5370 1.1725 -1.2282
C 1.5894 -0.2271 -0.6268
C 1.2237 -1.3512 -0.0148
N -0.2879 -1.4453 0.0330
H 1.0025 1.9503 1.3514
H 2.5412 -0.1886 -1.1268
H 1.9550 -2.0306 0.4300
H -0.9111 -2.1891 -0.0100
```

Atomic partial charges in e from the Mulliken method, atoms 1 to 8:
1 O -0.586
2 C 0.480
3 N -0.289
4 C -0.098
5 S -0.115
6 C -0.413
7 C -0.166
8 N -0.159

---

Ordering by calculated energy gives the sequence x, z, w, y, with the first entry being the most stable.

---

w.
# C3H10N4S

One molecule with the formula C3H10N4S (ωB97M-V/def2-TZVPD, the Open Molecules 2025 dataset).

Results
SMILES: C/N=C(/NN)NSC
LUMO: 0.7 eV
frontier orbital gap: 9.06 eV
E_HOMO: -8.36 eV

The geometry in XYZ format:
```
18
C3H10N4S ωB97M-V/def2-TZVPD
C -1.9050 -0.0867 -0.2505
N -1.0455 -0.2598 -1.3355
C 0.2053 -0.3702 -0.7925
N 1.2652 -0.7310 -1.6118
N 1.0543 -1.0929 -2.9212
N 0.6749 -0.1022 0.5463
S 0.4650 1.1137 1.6039
C -0.8820 0.5215 2.6554
H -1.3843 -0.3394 0.7782
H -2.3931 0.9750 -0.1476
H -2.9338 -0.8724 -0.4228
H 2.2205 -0.3537 -1.4299
H 0.0543 -0.6955 -3.2804
H 1.0862 -2.0602 -3.1242
H 1.3961 -0.8017 0.7425
H -1.4136 1.4541 3.0084
H -1.6769 -0.1912 1.9876
H -0.5476 -0.0186 3.8063
```

Atomic partial charges in e from the Mulliken method, atoms 1 to 8:
1 C -0.603
2 N -0.482
3 C 0.570
4 N 0.001
5 N -0.760
6 N -0.411
7 S -0.024
8 C -0.752

---

x.
# C3H10N4S

One molecule with the formula C3H10N4S (ωB97M-V/def2-TZVPD, the Open Molecules 2025 dataset).

Results
SMILES: CCN/C(=N\S)NN
LUMO: 0.8 eV
frontier orbital gap: 8.51 eV
E_HOMO: -7.73 eV

The geometry in XYZ format:
```
18
C3H10N4S ωB97M-V/def2-TZVPD
C -1.1688 2.0701 -0.6668
C 0.0401 1.9879 0.3003
N 0.3565 0.6275 0.8155
C 0.4197 -0.3449 -0.1434
N -0.4422 -1.2451 -0.4749
S -2.0483 -1.1554 0.1822
N 1.7492 -0.7102 -0.5540
N 2.9177 -0.3878 0.2316
H -1.2634 2.9716 -1.3184
H -2.0952 1.8882 0.0072
H -0.8998 1.2017 -1.3637
H 0.9844 2.3104 -0.3083
H -0.0842 2.4069 1.3239
H 1.2451 0.4490 1.3999
H -1.7075 -0.4614 1.3434
H 1.8760 -1.4861 -1.2503
H 3.5082 0.1301 -0.4945
H 3.3952 -1.1945 0.6774
```

Atomic partial charges in e from the Mulliken method, atoms 1 to 8:
1 C -0.822
2 C -0.272
3 N -0.234
4 C 0.225
5 N -0.556
6 S -0.164
7 N -0.141
8 N -0.570

---

Ordering by calculated energy gives the sequence x, w, with the first entry being the most stable.